1.
The following is a quantum chemistry calculation of the molecule C20H20N2O4, from the OMol25 dataset.

Properties
Energy relative to the best compared isomer or geometry (same formula, charge and spin), kJ/mol: 120.1
Highest occupied orbital energy, eV: -8.394
Electronic energy, eV: -32235.1769
E_LUMO, hartree: 0.001

Cartesian coordinates (Å):
C -7.265 -1.966 -0.377
O -7.479 -0.575 -0.327
C -6.410 0.237 -0.122
C -6.684 1.608 -0.078
C -5.669 2.520 0.126
C -4.362 2.092 0.289
C -4.083 0.730 0.245
C -2.731 0.243 0.413
N -2.367 -1.002 0.387
C -1.013 -0.989 0.592
C -0.079 -2.014 0.680
C 1.235 -1.657 0.893
C 1.629 -0.318 1.024
C 3.050 0.025 1.352
O 3.331 0.634 2.367
N 3.994 -0.413 0.483
C 3.719 -0.927 -0.843
C 4.691 -0.317 -1.864
C 5.057 1.101 -1.434
C 5.867 1.071 -0.124
O 7.252 1.000 -0.357
C 5.382 -0.111 0.746
C 0.703 0.715 0.966
C -0.610 0.357 0.739
O -1.716 1.128 0.620
C -5.104 -0.200 0.040
H -6.599 -2.239 -1.201
H -8.246 -2.408 -0.542
H -6.851 -2.341 0.564
H -7.706 1.928 -0.206
H -5.897 3.574 0.158
H -3.564 2.799 0.450
H -0.382 -3.044 0.588
H 1.987 -2.427 0.981
H 3.811 -2.022 -0.849
H 2.691 -0.673 -1.109
H 4.221 -0.309 -2.848
H 5.595 -0.925 -1.939
H 5.652 1.598 -2.201
H 4.144 1.679 -1.285
H 5.729 2.012 0.416
H 7.445 0.200 -0.860
H 5.984 -1.000 0.525
H 5.481 0.125 1.806
H 1.004 1.742 1.099
H -4.832 -1.242 0.016

2.
The following is a quantum chemistry calculation of a structure of composition C40H38BFN11SSn, from the OMol25 dataset.

Properties
Highest occupied orbital energy (alpha / beta), eV: -6.857 / -7.902
Spin multiplicity: 2
Electronic energy, eV: -78549.2286
E_LUMO (alpha / beta), hartree: 0.010 / -0.031

Cartesian coordinates (Å):
Sn 0.364 -0.386 0.267
C 2.641 -1.025 3.164
C 2.402 0.409 2.807
C 2.883 1.528 3.493
C 2.413 2.615 2.790
N 1.699 2.175 1.747
N 1.675 0.809 1.754
B 1.134 3.013 0.570
N 1.970 2.692 -0.689
C 3.179 3.147 -1.077
C 3.571 2.428 -2.182
C 2.524 1.509 -2.400
C 2.390 0.471 -3.466
N 1.571 1.676 -1.493
N -0.338 2.631 0.291
C -1.163 3.309 -0.525
C -2.439 2.836 -0.341
C -2.308 1.833 0.636
C -3.394 1.013 1.251
N -1.041 1.717 1.026
N 1.228 4.509 0.894
C 1.455 5.554 0.062
C 1.099 6.703 0.719
C 0.631 6.261 1.977
C 0.077 7.076 3.105
N 0.697 4.944 2.069
H 3.705 -1.185 3.347
H 2.320 -1.703 2.380
H 2.099 -1.284 4.076
H 3.492 1.533 4.382
H 2.534 3.671 2.963
H 3.682 3.932 -0.535
H 4.482 2.537 -2.750
H 2.527 0.910 -4.455
H 1.397 0.023 -3.426
H 3.131 -0.322 -3.343
H -0.787 4.082 -1.179
H -3.339 3.159 -0.839
H -4.108 1.660 1.762
H -2.982 0.317 1.982
H -3.934 0.449 0.489
H 1.847 5.412 -0.932
H 1.171 7.715 0.355
H 0.454 8.098 3.073
H 0.344 6.629 4.062
H -1.012 7.116 3.050
S 0.533 -3.091 -3.709
C -1.194 -2.745 -3.707
C -1.904 -2.709 -4.845
C -3.333 -2.423 -4.981
C -4.057 -1.668 -4.153
C -3.493 -0.952 -2.968
C -1.623 -2.617 -2.277
N -0.506 -2.544 -1.381
C 0.601 -2.753 -1.969
C 1.928 -2.575 -1.337
C 3.004 -3.354 -1.765
C 4.277 -3.097 -1.289
C 4.479 -2.031 -0.421
C 3.403 -1.257 0.001
C 2.103 -1.535 -0.421
H -1.377 -2.947 -5.764
H -3.819 -2.850 -5.853
H -5.116 -1.551 -4.353
H -4.261 -0.359 -2.478
H 2.840 -4.161 -2.472
H 5.112 -3.707 -1.613
H 5.480 -1.795 -0.077
H 3.589 -0.407 0.648
N -3.364 -5.430 -0.759
C -3.081 -4.094 -0.674
C -2.899 -3.381 -1.936
C -2.874 -1.845 -1.889
N -2.891 -1.236 -0.605
C -2.891 -1.985 0.443
C -2.976 -3.416 0.490
H -3.553 -5.831 -1.659
H -3.776 -5.889 0.033
H -3.323 -3.855 -2.814
H -2.703 -0.261 -3.285
H -2.883 -1.460 1.393
H -3.076 -3.915 1.446
F -1.394 -3.718 5.264
C -1.045 -2.997 4.175
C -0.613 -3.667 3.049
C -0.257 -2.918 1.929
C -0.322 -1.526 1.955
C -0.767 -0.888 3.110
C -1.136 -1.621 4.234
H -0.560 -4.749 3.053
H 0.067 -3.435 1.034
H -0.810 0.197 3.143
H -1.483 -1.144 5.142

3.
The following is a quantum chemistry calculation of a structure of composition C47H46ClMgN4O9Se, from the OMol25 dataset.

Properties
Energy relative to the best compared isomer or geometry (same formula, charge and spin), kJ/mol: 380.7
Highest occupied orbital energy, eV: -5.352
Electronic energy, eV: -157183.5589
E_LUMO, hartree: 0.053
Net charge: -1

Cartesian coordinates (Å):
Mg 0.659 -1.646 -0.712
C 1.920 3.358 3.192
C 1.822 2.886 1.748
C 1.667 4.049 0.790
O 2.989 2.098 1.466
C 2.608 0.751 1.115
C 1.242 0.719 1.837
O 0.718 2.023 1.573
C 0.243 -0.517 1.823
O 0.817 -1.575 1.177
C 0.085 -0.832 3.334
C 0.722 -1.939 3.869
C 0.627 -2.215 5.231
C -0.109 -1.386 6.065
C -0.755 -0.275 5.527
C -0.660 -0.003 4.172
C -1.232 -0.309 1.279
C -2.011 -1.370 1.507
C -3.366 -1.680 1.061
C -4.025 -1.156 0.029
C -3.431 -0.089 -0.849
C -1.591 0.933 0.507
C 2.885 0.430 -0.426
O 1.958 -0.360 -1.012
C 3.054 1.733 -1.264
C 4.072 2.666 -1.066
C 4.184 3.789 -1.870
C 3.281 4.011 -2.904
C 2.283 3.076 -3.133
C 2.185 1.946 -2.327
C 4.265 -0.276 -0.500
C 4.447 -1.250 -1.475
C 5.660 -1.909 -1.615
C 6.724 -1.601 -0.778
C 6.557 -0.626 0.197
C 5.339 0.030 0.333
H 2.854 3.905 3.333
H 1.913 2.505 3.871
H 1.080 4.011 3.433
H 2.530 4.712 0.867
H 0.763 4.604 1.048
H 1.589 3.695 -0.236
H 3.259 0.089 1.684
H 1.568 0.748 2.880
H 1.275 -2.576 3.191
H 1.127 -3.086 5.640
H -0.186 -1.602 7.124
H -1.347 0.370 6.167
H -1.188 0.850 3.754
H -1.560 -2.167 2.088
H -3.855 -2.479 1.608
H -5.013 -1.527 -0.214
H -4.147 0.160 -1.636
H -1.335 1.800 1.107
H 4.784 2.528 -0.264
H 4.981 4.500 -1.685
H 3.369 4.890 -3.531
H 1.584 3.214 -3.951
H 1.428 1.196 -2.516
H 3.610 -1.479 -2.121
H 5.772 -2.670 -2.380
H 7.672 -2.116 -0.879
H 7.377 -0.377 0.861
H 5.229 0.779 1.110
O -0.192 -5.310 -1.582
Cl -1.243 -4.341 -1.427
O -1.637 -3.816 -2.718
O -2.366 -4.879 -0.721
O -0.712 -3.206 -0.619
C -6.640 0.822 2.595
C -6.148 2.111 1.951
N -5.284 1.872 0.798
C -5.844 2.167 -0.511
C -7.029 1.288 -0.890
C -3.980 1.557 1.077
O -3.581 1.589 2.229
C -3.013 1.186 -0.050
C -2.709 2.297 -1.053
C -1.469 2.171 -1.504
C -0.803 1.010 -0.807
N -1.038 -0.266 -1.557
C -2.233 -0.698 -1.561
H -7.276 1.043 3.454
H -5.787 0.236 2.936
H -7.210 0.216 1.888
H -5.582 2.685 2.683
H -6.984 2.725 1.608
H -5.069 2.070 -1.261
H -6.159 3.218 -0.523
H -6.739 0.239 -0.941
H -7.411 1.588 -1.868
H -7.843 1.381 -0.170
H -3.423 3.044 -1.378
H -0.988 2.775 -2.262
H 0.266 1.120 -0.675
H -2.422 -1.636 -2.085
Se 0.240 -1.468 -4.022
N 1.150 -2.349 -2.773
C 1.723 -3.381 -3.368
C 2.583 -4.319 -2.708
C 3.120 -5.320 -3.437
C 2.848 -5.464 -4.845
C 2.059 -4.593 -5.510
C 1.474 -3.502 -4.784
N 0.702 -2.575 -5.317
H 2.775 -4.214 -1.649
H 3.764 -6.043 -2.955
H 3.290 -6.299 -5.375
H 1.853 -4.691 -6.567

4.
The following is a quantum chemistry calculation of a structure of composition C25H31BrF6N9O4SbSeY, from the OMol25 dataset.

Properties
Energy relative to the best compared isomer or geometry (same formula, charge and spin), kJ/mol: 129.2
Highest occupied orbital energy (alpha / beta), eV: -8.033 / -8.742
Spin multiplicity: 2
Electronic energy, eV: -207309.5795
E_LUMO (alpha / beta), hartree: -0.001 / -0.080

Cartesian coordinates (Å):
Y -0.204 0.896 -1.094
C -0.785 -0.769 5.567
C -0.111 -0.706 4.231
C 0.170 -1.875 3.524
C 0.717 -1.828 2.263
C 1.018 -0.610 1.635
N 1.520 -0.547 0.338
C 2.561 -1.331 0.010
C 3.338 -2.006 0.999
C 4.369 -2.845 0.682
C 4.713 -3.071 -0.656
C 5.858 -3.965 -1.024
C 4.032 -2.360 -1.634
C 3.004 -1.473 -1.343
N 2.499 -0.705 -2.400
C 2.624 -0.999 -3.721
C 2.379 0.145 -4.423
C 2.104 1.116 -3.442
N 2.142 0.597 -2.226
C 0.772 0.564 2.373
C 0.211 0.504 3.639
N 1.233 1.806 1.887
C 1.747 2.824 2.617
C 2.188 3.775 1.732
C 1.901 3.244 0.465
N 1.330 2.054 0.570
H -0.391 -1.591 6.166
H -0.667 0.163 6.119
H -1.854 -0.947 5.429
H -0.087 -2.832 3.961
H 0.880 -2.740 1.706
H 3.106 -1.820 2.036
H 4.941 -3.317 1.472
H 5.959 -4.788 -0.318
H 5.734 -4.374 -2.026
H 6.792 -3.397 -1.009
H 4.355 -2.471 -2.660
H 2.829 -1.997 -4.066
H 2.358 0.276 -5.490
H 1.905 2.162 -3.608
H 0.012 1.428 4.169
H 1.793 2.786 3.691
H 2.657 4.716 1.959
H 2.075 3.668 -0.509
N -1.645 3.496 0.340
C -2.449 4.150 1.187
C -2.938 3.217 2.078
C -2.365 2.005 1.675
N -1.582 2.182 0.615
H -1.107 3.837 -0.455
H -2.620 5.210 1.107
H -3.617 3.388 2.895
H -2.502 1.026 2.107
Br -0.552 -1.570 -2.195
N -3.492 -1.744 -2.569
C -4.410 -0.573 -2.685
C -4.082 0.394 -1.566
N -2.797 1.066 -1.793
H -3.590 -2.400 -3.338
H -3.646 -2.236 -1.673
H -2.476 -1.467 -2.505
H -5.435 -0.930 -2.608
H -4.262 -0.097 -3.655
H -4.034 -0.175 -0.641
H -4.890 1.115 -1.451
H -2.922 2.075 -1.803
H -2.465 0.890 -2.738
F -1.932 -0.660 0.399
Sb -2.979 -2.153 1.132
F -2.559 -1.475 2.851
F -1.512 -3.281 0.819
F -3.910 -3.577 1.928
F -3.638 -2.636 -0.627
F -4.532 -1.048 1.165
O -2.066 3.550 -3.065
Se -0.567 2.977 -3.192
O -0.615 1.323 -3.366
O 0.128 3.070 -1.677
O 0.337 3.692 -4.287

5.
The following is a quantum chemistry calculation of a structure of composition C17H43B2BrNO14PTa, from the OMol25 dataset.

Properties
Highest occupied orbital energy, eV: -3.249
Electronic energy, eV: -130721.2858
E_LUMO, hartree: 0.082
Net charge: -1

Cartesian coordinates (Å):
C 5.064 2.325 2.604
C 3.866 2.627 3.514
B 2.512 3.090 2.791
O 1.924 4.236 3.281
Ta 1.387 1.736 1.122
C 0.489 0.910 -0.805
C 1.065 -0.424 -1.306
C 0.839 -1.634 -0.399
Br 2.316 -2.163 0.760
O 0.505 0.568 2.436
B -0.802 0.871 2.663
O -1.186 1.822 3.589
O -1.789 0.184 1.922
P 2.446 3.542 -0.393
N 2.625 2.882 -2.041
O 4.094 3.644 -0.042
H 4.766 1.722 1.748
H 5.496 3.248 2.213
H 5.853 1.796 3.149
H 3.656 1.745 4.135
H 4.150 3.430 4.215
H 2.099 4.389 4.217
H 2.946 0.763 1.038
H -0.068 2.933 1.263
H -0.590 0.775 -0.634
H 0.574 1.618 -1.629
H 2.121 -0.333 -1.574
H 0.540 -0.702 -2.232
H 0.675 -2.535 -0.985
H -0.017 -1.482 0.258
H -1.800 2.479 3.270
H -2.325 0.817 1.437
H 3.222 3.515 -2.568
H 1.719 2.952 -2.499
H 4.340 4.570 -0.093
C 1.163 4.321 -8.444
C -0.138 3.710 -7.971
O 0.039 2.356 -7.517
C 0.560 2.237 -6.289
O 0.852 3.153 -5.562
O 0.694 0.946 -6.016
C 1.278 0.665 -4.732
H 1.618 3.699 -9.215
H 0.972 5.310 -8.864
H 1.859 4.426 -7.614
H -0.854 3.622 -8.786
H -0.583 4.299 -7.170
H 0.739 1.172 -3.936
H 2.324 0.965 -4.711
H 1.200 -0.411 -4.611
C -4.902 -0.869 1.204
C -5.129 0.069 0.044
O -6.475 -0.031 -0.485
C -7.409 0.602 0.209
O -7.248 1.273 1.197
O -8.593 0.377 -0.377
C -9.702 0.985 0.289
H -5.142 -1.892 0.914
H -3.853 -0.824 1.498
H -5.518 -0.589 2.058
H -4.501 -0.187 -0.806
H -4.943 1.108 0.319
H -9.528 2.050 0.433
H -9.866 0.520 1.260
H -10.554 0.817 -0.363
C 1.605 -4.304 3.769
C 2.502 -5.228 2.985
O 2.959 -6.354 3.783
C 2.089 -7.336 3.941
O 0.984 -7.415 3.464
O 2.641 -8.266 4.736
C 1.789 -9.378 5.017
H 2.102 -3.963 4.678
H 1.388 -3.439 3.143
H 0.672 -4.798 4.037
H 3.424 -4.733 2.689
H 2.009 -5.610 2.093
H 1.414 -9.818 4.095
H 0.942 -9.067 5.628
H 2.410 -10.084 5.559

6.
The following is a quantum chemistry calculation of the molecule C17H23N3O2S, from the OMol25 dataset.

Properties
Energy relative to the best compared isomer or geometry (same formula, charge and spin), kJ/mol: 68.2
Highest occupied orbital energy, eV: -8.514
Electronic energy, eV: -37404.5101
E_LUMO, hartree: 0.012

Cartesian coordinates (Å):
C 0.005 -3.085 -1.694
C 1.061 -1.990 -1.610
C 2.177 -2.302 -0.615
C 1.728 -2.334 0.846
N 1.492 -1.001 1.378
C 2.543 -0.254 1.827
O 3.677 -0.648 1.915
C 2.106 1.157 2.195
C 2.582 2.137 1.113
C 2.010 1.728 -0.243
O 2.592 0.972 -0.992
N 0.793 2.243 -0.504
C 0.038 1.931 -1.697
C -0.378 3.197 -2.433
S 0.299 1.105 2.323
C 0.239 -0.455 1.426
N -0.761 -1.002 0.906
C -2.061 -0.534 0.933
C -2.661 -0.024 2.083
C -3.979 0.389 2.047
C -4.709 0.303 0.873
C -4.118 -0.214 -0.269
C -2.806 -0.640 -0.242
H 0.470 -4.052 -1.871
H -0.682 -2.883 -2.514
H -0.574 -3.137 -0.776
H 0.588 -1.047 -1.336
H 1.519 -1.854 -2.592
H 2.959 -1.548 -0.717
H 2.611 -3.276 -0.854
H 0.808 -2.905 0.968
H 2.523 -2.769 1.458
H 2.520 1.440 3.165
H 3.671 2.075 1.057
H 2.285 3.153 1.377
H 0.341 2.833 0.178
H 0.687 1.315 -2.323
H -0.850 1.348 -1.422
H 0.498 3.776 -2.715
H -1.017 3.813 -1.802
H -0.929 2.938 -3.332
H -2.098 0.026 3.003
H -4.439 0.780 2.942
H -5.738 0.631 0.850
H -4.686 -0.289 -1.185
H -2.333 -1.047 -1.123